[1]
C22H17N7S in the gas phase in a non-equilibrium geometry, computed with ωB97M-V with the def2-TZVPD basis set.

Computed properties:
- Maximum force: 1.2 eV/A
- HOMO: -7.81 eV
- Energy: -1630.08533 a.u.
- Gap between HOMO and LUMO: 8.32 eV
- E_LUMO: 0.0189 Eh

ORCA input file:
```
! RIJCOSX wB97M-V def2-TZVPD def2/J DEFGRID3
* xyz 0 1
N 1.923 3.319 -2.908
C 2.021 2.413 -1.886
N 1.246 2.502 -0.884
C 1.202 1.492 0.132
C -0.114 0.771 0.061
C -0.326 -0.551 -0.242
N -1.664 -0.766 -0.197
C -2.359 -1.957 -0.420
C -3.744 -1.906 -0.563
C -4.458 -3.067 -0.783
C -3.803 -4.286 -0.863
C -2.427 -4.336 -0.716
C -1.701 -3.181 -0.492
N -2.324 0.352 0.107
C -1.415 1.304 0.272
C -1.812 2.639 0.620
C -3.088 3.052 0.905
C -3.166 4.419 1.223
C -1.954 5.033 1.179
S -0.690 3.955 0.738
N 2.300 0.550 0.013
C 3.122 0.486 -1.072
N 4.003 -0.471 -1.037
C 3.761 -1.116 0.157
C 4.385 -2.217 0.724
C 3.919 -2.662 1.946
C 2.858 -2.036 2.599
C 2.222 -0.936 2.055
C 2.687 -0.486 0.833
N 2.966 1.416 -2.063
H 2.766 3.538 -3.415
H 1.334 4.106 -2.690
H 1.278 2.005 1.109
H 0.376 -1.322 -0.484
H -4.231 -0.947 -0.496
H -5.531 -3.021 -0.893
H -4.362 -5.192 -1.037
H -1.912 -5.284 -0.770
H -0.631 -3.242 -0.362
H -3.923 2.377 0.884
H -4.082 4.924 1.474
H -1.723 6.061 1.376
H 5.205 -2.701 0.219
H 4.385 -3.518 2.411
H 2.525 -2.421 3.552
H 1.397 -0.452 2.556
H 3.561 1.360 -2.873
*
```

[2]
2 unconnected molecules or ions with the total composition C7H13N3O2 in a non-equilibrium geometry, computed with ωB97M-V with the def2-TZVPD basis set.

Computed properties:
- ΔE to the lowest compared entry with this formula, charge and spin: 68.2 kcal/mol
- Maximum force: 4.2 eV/A
- HOMO: -6.50 eV
- Energy: -589.18493 a.u.
- Gap between HOMO and LUMO: 6.93 eV
- E_LUMO: 0.0157 Eh

ORCA input file:
```
! RIJCOSX wB97M-V def2-TZVPD def2/J DEFGRID3
* xyz 0 1
C -1.676 2.325 -0.304
C -1.944 -1.036 0.027
C 1.589 1.538 0.579
C 0.439 0.779 1.310
C 1.265 0.894 -0.823
C -0.112 0.614 -0.156
C 2.125 -0.403 -0.867
N -2.761 -1.806 -0.783
N -2.466 -0.507 1.137
N -0.826 -0.579 -0.511
O -1.136 3.277 0.147
O -2.554 1.696 -0.685
H 1.408 2.576 0.764
H 2.655 1.450 1.000
H 0.896 -0.138 1.706
H -0.283 1.284 1.948
H 1.284 1.395 -1.778
H 2.074 -0.910 0.066
H 3.126 -0.134 -1.155
H 1.644 -0.962 -1.595
H -2.340 -2.115 -1.625
H -3.349 -2.430 -0.371
H -3.165 0.225 0.918
H -1.797 0.015 1.702
H -0.596 -1.067 -1.392
*
```

[3]
2 unconnected molecules or ions with the total composition C5H9NO in a non-equilibrium geometry, computed with ωB97M-V with the def2-TZVPD basis set.

Computed properties:
- ΔE to the lowest compared entry with this formula, charge and spin: 62.4 kcal/mol
- Maximum force: 1.2 eV/A
- HOMO: -9.15 eV
- Energy: -325.83812 a.u.
- Gap between HOMO and LUMO: 9.86 eV
- E_LUMO: 0.0261 Eh

ORCA input file:
```
! RIJCOSX wB97M-V def2-TZVPD def2/J DEFGRID3
* xyz 0 1
C 1.819 0.070 -0.295
C 0.593 -0.217 0.584
C -0.370 -1.175 -0.073
O 0.115 -2.445 -0.246
C -1.590 -0.885 -0.525
C -1.890 3.441 1.089
N -1.515 2.742 0.224
H 1.549 0.700 -1.150
H 2.602 0.580 0.276
H 2.239 -0.858 -0.697
H 0.080 0.714 0.850
H 0.927 -0.659 1.536
H -1.210 2.129 -0.507
H 0.877 -2.570 0.333
H -2.190 -1.665 -0.987
H -2.036 0.098 -0.412
*
```

[4]
2 unconnected molecules or ions with the total composition C6H11FO in a non-equilibrium geometry, computed with ωB97M-V with the def2-TZVPD basis set.

Computed properties:
- ΔE to the lowest compared entry with this formula, charge and spin: 98.3 kcal/mol
- Maximum force: 6.0 eV/A
- HOMO: -8.20 eV
- Energy: -410.15823 a.u.
- Gap between HOMO and LUMO: 9.18 eV
- E_LUMO: 0.0360 Eh

ORCA input file:
```
! RIJCOSX wB97M-V def2-TZVPD def2/J DEFGRID3
* xyz 0 1
C 0.876 1.285 -1.657
C 0.602 0.513 -0.665
C -1.571 -0.927 0.916
C -2.122 -0.360 -1.586
C 2.649 0.194 0.593
C -1.562 0.052 -0.241
O 1.267 -0.033 0.398
F -2.059 1.232 0.126
H 1.833 1.401 -2.129
H 0.202 1.805 -2.245
H -2.699 -0.982 1.082
H -1.217 -0.539 1.798
H -1.141 -1.870 0.495
H -3.208 -0.033 -1.507
H -2.165 -1.444 -1.837
H -1.695 0.309 -2.426
H 3.254 0.146 -0.312
H 2.974 -0.651 1.347
H 2.737 1.217 0.919
*
```

[5]
2 unconnected molecules or ions with the total composition C6H18N2O in a non-equilibrium geometry, computed with ωB97M-V with the def2-TZVPD basis set.

Computed properties:
- ΔE to the lowest compared entry with this formula, charge and spin: 0.0 kcal/mol
- Maximum force: 2.3 eV/A
- HOMO (spin up / spin down): -13.64 / -13.50 eV
- Energy: -423.83850 a.u.
- Gap between HOMO and LUMO (spin up / spin down): 10.77 / 5.65 eV
- E_LUMO (spin up / spin down): -0.1055 / -0.2884 Eh

ORCA input file:
```
! RIJCOSX wB97M-V def2-TZVPD def2/J DEFGRID3
* xyz 1 2
N 2.552 -1.518 1.688
C 1.602 -0.438 1.600
C 0.517 -0.442 2.672
C 1.015 -0.533 0.146
N 0.377 0.684 -0.277
C -1.033 0.914 -0.068
C -1.568 2.048 -0.928
C -1.807 1.634 -2.372
H 3.139 -1.426 2.505
H 2.094 -2.423 1.695
H 2.163 0.489 1.670
H -0.180 -1.270 2.543
H -0.059 0.489 2.685
H 0.976 -0.537 3.653
H 0.297 -1.353 0.107
H 1.858 -0.737 -0.510
H 0.710 1.019 -1.181
H -1.144 1.128 0.998
H -1.596 -0.013 -0.225
H -2.489 2.408 -0.487
H -0.894 2.910 -0.859
H -2.078 2.483 -2.988
H -0.931 1.189 -2.866
H -2.638 0.938 -2.458
H -1.694 -1.060 -2.200
H -0.517 -1.890 -1.679
O -1.377 -1.968 -2.096
*
```

[6]
C13H16N2S in the gas phase, computed with ωB97M-V with the def2-TZVPD basis set.

Computed properties:
- Maximum force: 0.5 eV/A
- HOMO: -7.88 eV
- Energy: -1012.62009 a.u.
- Gap between HOMO and LUMO: 8.73 eV
- E_LUMO: 0.0312 Eh

ORCA input file:
```
! RIJCOSX wB97M-V def2-TZVPD def2/J DEFGRID3
* xyz 0 1
C -1.113 -0.396 2.551
C -0.348 -0.994 1.658
C 0.834 -0.344 0.999
N 1.025 -0.748 -0.382
C 1.688 -2.024 -0.591
C 3.184 -1.918 -0.500
C 4.011 -2.370 -1.422
C 0.941 0.117 -1.415
S 1.647 -0.167 -2.885
N 0.287 1.311 -1.227
C -0.975 1.495 -0.645
C -1.351 2.782 -0.264
C -2.594 3.004 0.296
C -3.477 1.951 0.477
C -3.113 0.677 0.080
C -1.871 0.444 -0.480
H -1.931 -0.903 3.031
H -0.954 0.631 2.836
H -0.529 -2.025 1.384
H 0.744 0.742 1.055
H 1.737 -0.632 1.556
H 1.408 -2.400 -1.577
H 1.319 -2.717 0.173
H 3.564 -1.431 0.390
H 5.079 -2.279 -1.323
H 3.650 -2.841 -2.320
H 0.527 1.995 -1.935
H -0.663 3.601 -0.414
H -2.875 4.003 0.592
H -4.448 2.128 0.914
H -3.804 -0.145 0.198
H -1.600 -0.546 -0.812
*
```

[7]
A molecular structure, C66H163CdN10O21 in a non-equilibrium geometry, computed with ωB97M-V with the def2-TZVPD basis set.

Computed properties:
- Maximum force: 5.5 eV/A
- HOMO: -8.47 eV
- Energy: -4906.76160 a.u.
- Gap between HOMO and LUMO: 6.09 eV
- E_LUMO: -0.0874 Eh

ORCA input file:
```
! RIJCOSX wB97M-V def2-TZVPD def2/J DEFGRID3
* xyz 1 1
Cd 4.442 3.570 0.756
C 1.908 1.951 -2.355
C 0.934 1.712 -1.170
C 0.077 0.506 -1.709
C -0.865 -0.246 -0.813
C 0.028 -0.687 0.353
C 0.839 0.460 1.103
N 1.599 1.275 0.034
O 2.581 2.304 0.627
C 1.959 -0.344 1.865
C 0.076 1.270 2.145
C 0.012 2.978 -1.022
H 1.389 2.546 -3.107
H 2.357 1.013 -2.680
H 2.771 2.596 -2.186
H 0.788 -0.180 -2.172
H -0.408 0.880 -2.611
H -1.329 -1.132 -1.247
H -1.705 0.364 -0.480
H 0.704 -1.454 -0.026
H -0.662 -1.135 1.068
H 2.660 -0.721 1.122
H 1.540 -1.237 2.330
H 2.448 0.246 2.640
H -0.495 0.592 2.778
H -0.692 1.905 1.702
H 0.646 1.800 2.908
H -1.020 2.752 -1.291
H 0.414 3.800 -1.614
H -0.087 3.260 0.026
C -8.106 -3.102 -1.229
O -7.311 -2.160 -0.535
C -7.305 -2.281 0.906
C -6.010 -1.881 1.547
N -5.860 -0.417 1.474
C -4.465 0.031 1.467
C -4.467 1.558 1.639
O -4.770 2.253 0.414
C -3.637 2.596 -0.262
H -9.070 -3.192 -0.729
H -7.684 -4.075 -1.479
H -8.276 -2.625 -2.195
H -7.318 -3.367 1.002
H -8.126 -1.825 1.458
H -5.143 -2.349 1.081
H -6.082 -2.105 2.611
H -6.010 -0.087 0.531
H -3.837 -0.267 0.627
H -4.023 -0.453 2.338
H -3.580 1.945 2.140
H -5.144 1.839 2.446
H -3.092 3.253 0.416
H -3.607 3.334 -1.063
H -3.049 1.816 -0.746
C 3.564 3.284 4.047
O 4.230 2.840 2.829
C 5.207 1.806 3.052
C 5.577 0.991 1.744
N 5.694 2.001 0.613
C 5.607 1.217 -0.598
C 6.994 0.704 -1.122
O 7.967 1.759 -0.908
C 9.283 1.569 -1.482
H 2.510 3.513 3.891
H 4.055 4.198 4.379
H 3.676 2.580 4.872
H 4.943 1.045 3.786
H 6.100 2.019 3.639
H 4.701 0.362 1.587
H 6.313 0.192 1.834
H 6.674 2.244 0.597
H 5.262 1.870 -1.399
H 4.925 0.367 -0.630
H 6.964 0.380 -2.163
H 7.254 -0.193 -0.560
H 10.014 2.323 -1.188
H 9.128 1.559 -2.561
H 9.696 0.610 -1.168
C 2.724 -7.558 -4.893
O 2.993 -7.341 -3.497
C 2.438 -6.281 -2.788
C 3.150 -6.033 -1.393
N 3.288 -4.621 -1.171
C 3.749 -4.436 0.173
C 2.778 -4.779 1.264
O 2.976 -6.096 1.709
C 1.892 -6.939 2.220
H 2.978 -6.594 -5.336
H 1.647 -7.720 -4.943
H 3.239 -8.410 -5.336
H 1.453 -6.731 -2.665
H 2.367 -5.356 -3.360
H 4.088 -6.566 -1.547
H 2.551 -6.555 -0.646
H 4.017 -4.283 -1.783
H 3.844 -3.362 0.335
H 4.726 -4.850 0.419
H 1.720 -4.659 1.029
H 3.116 -4.150 2.088
H 2.208 -7.978 2.305
H 0.915 -6.900 1.738
H 1.762 -6.693 3.274
C 2.062 5.489 1.518
O 3.031 5.103 0.495
C 2.638 5.646 -0.814
C 3.967 5.629 -1.482
N 4.621 4.349 -1.349
C 5.953 4.398 -2.023
C 5.794 4.058 -3.541
O 5.273 2.706 -3.682
C 5.228 2.217 -5.004
H 1.666 4.528 1.848
H 1.270 6.132 1.134
H 2.564 6.113 2.257
H 2.288 6.676 -0.738
H 2.000 4.953 -1.364
H 4.567 6.321 -0.891
H 3.934 5.997 -2.507
H 3.988 3.796 -1.909
H 6.725 3.812 -1.524
H 6.388 5.395 -1.946
H 6.833 4.096 -3.867
H 5.327 4.876 -4.090
H 6.281 2.030 -5.216
H 4.797 2.995 -5.634
H 4.612 1.318 -4.995
C -4.598 -6.030 -0.948
O -3.831 -5.100 -1.789
C -4.575 -3.943 -2.060
C -3.890 -3.171 -3.257
N -4.692 -2.055 -3.809
C -5.233 -1.103 -2.790
C -5.602 0.313 -3.390
O -4.612 0.964 -4.060
C -4.974 2.259 -4.576
H -4.124 -7.006 -0.838
H -5.634 -6.091 -1.282
H -4.521 -5.617 0.058
H -4.652 -3.422 -1.106
H -5.600 -4.229 -2.296
H -3.644 -3.858 -4.067
H -2.904 -2.752 -3.059
H -4.198 -1.468 -4.466
H -4.552 -1.035 -1.943
H -6.168 -1.570 -2.482
H -6.088 0.824 -2.559
H -6.415 0.186 -4.104
H -4.275 2.773 -5.235
H -5.136 2.936 -3.737
H -5.912 2.155 -5.120
C -1.021 -4.601 -0.477
O -1.160 -5.257 0.762
C -1.586 -4.407 1.817
C -2.382 -4.984 3.024
N -1.698 -6.011 3.780
C -2.552 -6.496 4.911
C -2.297 -7.970 5.292
O -3.256 -8.835 4.670
C -2.983 -10.155 4.958
H -0.593 -3.618 -0.279
H -1.932 -4.383 -1.035
H -0.375 -5.136 -1.173
H -2.162 -3.546 1.477
H -0.619 -4.074 2.196
H -3.304 -5.385 2.602
H -2.588 -4.093 3.617
H -1.336 -6.801 3.266
H -3.624 -6.410 4.737
H -2.267 -5.900 5.779
H -2.490 -8.082 6.359
H -1.281 -8.191 4.966
H -2.935 -10.374 6.024
H -2.023 -10.410 4.509
H -3.794 -10.772 4.571
C -2.822 5.331 -4.889
O -2.632 4.518 -6.003
C -1.560 3.628 -5.820
C -1.831 2.522 -6.866
N -1.402 2.776 -8.281
C 0.013 2.931 -8.578
C 0.752 1.664 -8.082
O 1.085 1.872 -6.697
C 1.708 0.765 -6.031
H -3.042 4.815 -3.954
H -3.769 5.833 -5.089
H -2.052 6.078 -4.698
H -1.476 3.203 -4.820
H -0.571 4.068 -5.942
H -2.854 2.147 -6.822
H -1.345 1.617 -6.501
H -1.906 3.632 -8.466
H 0.409 3.844 -8.134
H 0.237 2.974 -9.644
H 1.710 1.576 -8.593
H 0.102 0.789 -8.068
H 2.793 0.853 -6.076
H 1.383 -0.232 -6.329
H 1.318 0.792 -5.014
C -5.573 9.088 3.647
O -4.172 8.951 3.717
C -3.571 9.653 4.714
C -1.986 9.613 4.550
N -1.395 8.448 5.179
C -0.045 8.132 4.574
C 0.161 6.641 4.960
O -0.729 5.830 4.255
C -0.471 4.428 4.356
H -6.055 8.900 4.606
H -5.951 8.435 2.860
H -5.862 10.134 3.541
H -3.792 9.162 5.662
H -3.845 10.702 4.604
H -1.713 10.504 5.115
H -1.715 9.771 3.506
H -1.982 7.626 5.177
H 0.671 8.886 4.903
H -0.070 8.114 3.484
H 0.079 6.497 6.038
H 1.154 6.332 4.633
H -1.253 3.989 3.737
H -0.528 3.978 5.347
H 0.463 4.060 3.930
C -0.328 1.252 7.185
O 0.064 -0.091 6.967
C -0.993 -0.710 6.256
C -0.772 -2.227 6.413
N 0.134 -2.914 5.421
C 1.547 -2.573 5.633
C 2.490 -3.425 4.713
O 3.272 -4.417 5.393
C 2.642 -5.633 5.926
H 0.457 1.753 7.751
H -1.285 1.376 7.692
H -0.469 1.783 6.244
H -0.965 -0.472 5.192
H -1.958 -0.513 6.722
H -1.765 -2.651 6.260
H -0.437 -2.503 7.413
H -0.054 -3.905 5.378
H 1.750 -2.802 6.679
H 1.709 -1.515 5.429
H 3.120 -2.891 4.002
H 1.866 -4.014 4.041
H 3.451 -6.261 6.298
H 2.208 -6.132 5.060
H 1.950 -5.478 6.754
C 3.511 -1.836 -3.332
O 4.651 -1.435 -2.567
H 2.611 -1.941 -2.725
H 3.236 -1.073 -4.060
H 3.811 -2.758 -3.828
H 5.218 -2.202 -2.457
C -0.801 -1.863 -4.885
C -1.434 -0.612 -5.413
O -2.815 -0.767 -5.380
H -1.281 -2.714 -5.369
H -0.910 -1.905 -3.801
H 0.265 -1.887 -5.109
H -1.047 -0.397 -6.409
H -1.129 0.256 -4.828
H -3.198 0.089 -5.587
*
```

[8]
A molecular structure, C3H9Cl2CrO7P2, computed with ωB97M-V with the def2-TZVPD basis set.

Computed properties:
- Maximum force: 0.6 eV/A
- HOMO (spin up / spin down): -13.07 / -14.15 eV
- Energy: -3293.97400 a.u.
- Gap between HOMO and LUMO (spin up / spin down): 9.44 / 10.76 eV
- E_LUMO (spin up / spin down): -0.1334 / -0.1246 Eh

ORCA input file:
```
! RIJCOSX wB97M-V def2-TZVPD def2/J DEFGRID3
* xyz 1 5
Cr -0.564 -1.917 0.332
Cl 1.345 -1.114 2.541
C 0.915 -2.660 3.236
Cl -0.299 -3.529 2.191
H 0.433 -2.530 4.196
H 1.779 -3.309 3.279
C 0.296 2.111 -1.694
C 0.313 0.938 -0.707
O 1.370 1.046 0.223
P -1.316 0.893 0.217
O -2.485 1.245 -0.772
O -1.154 2.194 1.091
O -1.587 -0.345 1.058
P 0.441 -0.703 -1.577
O 0.979 -0.399 -3.014
O -1.041 -1.138 -1.504
O 1.210 -1.750 -0.792
H 0.068 3.042 -1.173
H -0.431 1.987 -2.494
H 1.290 2.178 -2.136
H 1.447 1.969 0.498
H -2.718 0.495 -1.347
H -1.854 2.370 1.738
H 1.564 -1.073 -3.394
*
```

[9]
C5H7N in the gas phase in a non-equilibrium geometry, computed with ωB97M-V with the def2-TZVPD basis set.

Computed properties:
- ΔE to the lowest compared entry with this formula, charge and spin: 47.2 kcal/mol
- Maximum force: 3.5 eV/A
- HOMO: -8.24 eV
- Energy: -249.39794 a.u.
- Gap between HOMO and LUMO: 9.30 eV
- E_LUMO: 0.0387 Eh

ORCA input file:
```
! RIJCOSX wB97M-V def2-TZVPD def2/J DEFGRID3
* xyz 0 1
C -1.994 -0.209 0.164
C -0.511 0.013 0.037
C 0.373 -0.741 -0.779
C 1.662 -0.274 -0.597
N 1.584 0.765 0.240
C 0.246 1.004 0.669
H -2.224 -1.197 0.580
H -2.444 0.546 0.815
H -2.492 -0.144 -0.814
H 0.111 -1.564 -1.430
H 2.609 -0.615 -0.991
H 2.307 1.437 0.459
H 0.774 0.981 1.646
*
```

[10]
2 unconnected molecules or ions with the total composition C5H13N3O in a non-equilibrium geometry, computed with ωB97M-V with the def2-TZVPD basis set.

Computed properties:
- ΔE to the lowest compared entry with this formula, charge and spin: 32.9 kcal/mol
- Maximum force: 2.1 eV/A
- HOMO: -9.09 eV
- Energy: -437.80171 a.u.
- Gap between HOMO and LUMO: 9.87 eV
- E_LUMO: 0.0287 Eh

ORCA input file:
```
! RIJCOSX wB97M-V def2-TZVPD def2/J DEFGRID3
* xyz 0 1
C 0.237 1.648 -1.948
N -0.888 1.566 -1.034
C -1.578 0.503 -0.983
N -1.550 -0.660 -1.658
O -2.555 0.486 -0.074
H 0.048 2.422 -2.697
H 1.133 1.935 -1.387
H 0.468 0.715 -2.470
H -2.424 -1.166 -1.579
H -1.208 -0.599 -2.606
H -2.455 1.314 0.430
H -1.472 -0.393 2.660
N -0.500 -0.213 2.382
C -0.143 -1.087 1.500
C 1.207 -1.088 0.834
C 2.275 -0.324 1.588
H -0.861 -1.856 1.165
H 1.093 -0.690 -0.179
H 1.506 -2.137 0.730
H 2.184 -0.452 2.671
H 2.213 0.747 1.367
H 3.269 -0.670 1.286
*
```